Record 1
ORCA calculation (ωB97M-V with the def2-TZVPD basis set) on a structure of composition C55H46Cl3I2KN5O4S3Sb.

The calculation puts the HOMO energy at -2.20 eV. Its spin multiplicity is 1. For the gap between HOMO and LUMO, the calculation gives 5.65 eV. The charge is -2.

XYZ file:
```
120
Properties=species:S:1:pos:R:3:forces:R:3:lowdin_charge:R:1
I 3.99642 2.72560 3.69413 0.0 0.0 0.0 0.65
I 1.66738 0.15520 4.53052 0.0 0.0 0.0 0.68
Sb 2.36053 -1.30881 -1.13099 -0.1 -0.3 0.1 1.30
K 0.01074 1.72594 0.24150 -0.2 -0.3 -0.6 0.60
Cl -0.63378 -5.54488 2.77193 0.0 0.0 0.0 0.66
Cl -5.53003 -0.55256 4.89230 0.0 0.0 0.0 0.73
Cl -9.22549 -1.51982 1.13292 0.0 0.0 0.0 0.64
S -1.71442 -7.03867 0.43683 0.1 0.0 0.0 0.95
S 1.23547 -1.00265 0.82611 0.0 -0.1 0.0 0.06
S -0.91431 -2.61243 -1.93529 0.0 0.1 -0.1 0.56
O -2.94710 -3.28314 2.54985 0.1 0.1 0.1 -0.11
O 2.10008 2.42141 -0.96249 0.0 0.2 0.1 -0.21
O -0.45829 2.26094 2.65981 0.0 0.1 0.1 -0.22
O 3.45384 3.18229 -3.10345 0.0 0.0 0.0 -0.10
N -0.09741 -0.11800 -2.31653 0.0 0.0 0.0 -0.04
N -0.03957 4.28420 0.82991 0.1 0.0 0.1 -0.05
N -0.96513 4.39827 1.87148 0.1 0.0 0.0 0.04
N -2.75785 1.08109 -0.01901 -0.3 -0.2 -0.2 0.06
N -3.09427 -0.01064 1.87606 0.1 0.2 0.1 -0.04
C -4.97678 -1.99843 2.64677 -0.1 0.1 0.1 -0.17
C -7.23619 -1.13069 2.91618 0.0 0.0 0.0 -0.14
C -5.38773 -2.57791 1.45059 0.0 0.0 0.0 0.02
C 3.59858 0.00934 -3.59691 0.0 0.0 0.0 -0.10
C 3.10223 -0.51918 -5.89363 0.0 0.0 0.0 -0.10
C 2.84417 5.87778 -0.03895 0.0 0.0 0.0 -0.10
C -1.55057 -5.57451 1.31909 0.0 0.0 0.0 -0.98
C -3.75361 1.70351 0.69484 0.1 0.1 0.1 -0.13
C -5.93368 -1.28687 3.36294 0.0 0.0 0.0 -0.58
C -2.25552 -3.14460 1.29855 0.0 -0.1 0.0 -0.19
C 2.49196 1.38302 3.01707 0.1 0.1 -0.1 -1.21
C 2.06579 -1.34941 -5.47720 0.0 0.0 0.0 -0.08
C -3.29121 4.38771 3.46407 0.0 0.0 0.0 -0.04
C -2.27364 3.44947 3.60625 0.0 0.0 0.0 -0.15
C -7.59150 -1.70703 1.71292 0.0 0.0 0.0 -0.66
C -4.47475 3.42564 5.33086 0.0 0.0 0.0 -0.13
C 3.89158 5.35498 -2.11666 0.0 0.0 0.0 -0.07
C 2.17500 -5.63701 -0.55479 0.0 0.0 0.0 -0.08
C -2.35110 0.72293 -3.67140 0.0 0.0 0.0 -0.10
C -2.27903 -0.55334 -3.16670 0.0 0.0 0.0 -0.13
C 2.20798 4.63186 -0.00829 0.0 0.0 0.0 -0.14
C -2.63262 -6.24362 -0.77567 0.0 0.0 0.0 -0.42
C 2.00707 -4.26461 -0.44277 0.0 0.0 0.0 -0.14
C 2.62268 -3.41177 -1.34954 0.0 0.0 0.0 -0.35
C 5.39268 -1.62861 -0.49973 0.0 0.0 0.0 -0.12
C -2.75384 -0.83219 3.01722 0.0 -0.2 -0.1 -0.06
C 4.53000 0.58018 -0.09041 0.0 0.0 0.0 -0.13
C -4.38597 4.37337 4.31701 0.0 0.0 0.0 -0.11
C -2.18338 -4.52589 0.72923 0.1 0.0 -0.1 -0.33
C 3.57066 -5.31619 -2.48437 0.0 0.0 0.0 -0.10
C -3.54912 -2.14893 3.13561 0.0 0.0 0.0 -0.27
C 1.79763 -1.50665 -4.12748 0.0 0.0 0.0 -0.13
C -2.40146 0.05586 0.71185 0.2 0.0 0.0 -0.22
C -3.45261 2.49840 5.48882 0.0 0.0 0.0 -0.12
C -1.11371 -0.98241 -2.49436 0.1 0.0 0.0 -0.81
C -6.67935 -2.43550 0.97198 0.0 0.0 0.0 -0.08
C -3.96288 1.05828 1.87645 0.0 0.0 0.0 -0.07
C 4.33161 -0.72989 -0.52762 0.0 0.0 0.0 -0.34
C -1.26767 1.58880 -3.51864 0.0 0.0 0.0 -0.08
C -1.11713 3.34960 2.63769 0.0 0.1 0.1 -0.54
C 3.68796 6.25330 -1.06209 0.0 0.0 0.0 -0.14
C 3.40250 -3.94139 -2.37169 0.0 0.0 0.0 -0.13
C 2.49708 3.63768 -0.99562 -0.1 0.3 0.1 -0.34
C 2.95619 -6.16396 -1.57555 0.0 0.0 0.0 -0.10
C 3.30149 4.11131 -2.09245 0.1 -0.2 0.0 -0.20
C 3.95390 3.65363 -4.32353 0.0 0.0 0.0 -0.12
C 1.18787 4.50473 1.07419 0.1 0.1 -0.1 -0.15
C -0.16873 1.11403 -2.83333 0.0 0.0 0.0 -0.18
C -2.36186 2.51043 4.62956 0.0 0.0 0.0 -0.05
C 5.77863 0.98065 0.36698 0.0 0.0 0.0 -0.09
C 2.57150 -0.82741 -3.19082 0.0 0.0 0.0 -0.32
C 6.83398 0.07795 0.39704 0.0 0.0 0.0 -0.11
C 3.86289 0.15926 -4.95620 0.0 0.0 0.0 -0.10
C -2.80170 -4.92798 -0.49402 -0.1 0.0 0.0 -0.19
C 6.64036 -1.22604 -0.03654 0.0 0.0 0.0 -0.11
H -2.78180 -2.49680 0.59357 0.0 0.0 0.1 0.09
H 5.91746 1.99991 0.70649 0.0 0.0 0.0 0.09
H -1.68772 -1.06021 2.97767 0.0 0.0 0.0 0.14
H 7.45841 -1.93689 -0.00796 0.0 0.0 0.0 0.09
H 3.80315 2.85595 -5.04961 0.0 0.0 0.0 0.06
H -3.09807 -1.25099 -3.27570 0.0 0.0 0.0 0.08
H 3.70803 1.29293 -0.12927 0.0 0.0 0.0 0.08
H 1.67668 1.97943 2.61808 -0.1 0.0 0.1 -0.08
H 2.63045 6.57668 0.76473 0.0 0.0 0.0 0.10
H 1.68502 -6.29591 0.14819 -0.1 -0.1 0.1 0.09
H 4.66751 0.81142 -5.27392 0.0 0.0 0.0 0.09
H -2.97226 -6.78374 -1.64413 0.0 0.0 0.0 0.06
H 7.80514 0.38985 0.76339 0.0 0.0 0.0 0.09
H -3.21081 5.10541 2.65830 0.0 0.0 0.0 0.10
H -1.55985 1.78652 4.71480 0.0 0.0 0.0 0.09
H -1.25341 -2.72319 1.43711 0.0 0.0 0.0 0.09
H 1.50750 4.75638 2.09379 -0.1 0.1 0.0 0.12
H -5.18132 5.09851 4.18524 0.0 0.0 0.0 0.09
H -4.21956 2.60926 0.34355 0.0 0.0 0.0 0.10
H 3.08028 -7.23720 -1.66484 0.0 0.0 0.0 0.09
H -3.58863 -2.38505 4.20314 0.0 0.0 0.0 0.14
H 0.99069 -2.15455 -3.79525 0.0 0.0 0.0 0.05
H 3.31073 -0.40014 -6.95068 0.0 0.0 0.0 0.09
H -4.57682 1.29268 2.73017 0.0 0.0 0.0 0.11
H -3.50916 1.75900 6.28087 0.0 0.0 0.0 0.09
H -3.24968 1.05211 -4.18243 0.0 0.0 0.0 0.09
H 4.52483 5.64312 -2.94632 0.0 0.0 0.0 0.09
H -2.90671 -0.23346 3.91274 -0.1 0.0 0.0 0.10
H 0.70496 1.73841 -2.65476 0.0 0.0 0.0 0.09
H 5.25158 -2.65383 -0.82275 0.0 0.0 0.0 0.08
H 4.17731 -5.72198 -3.28575 0.0 0.0 0.0 0.09
H -4.68168 -3.16982 0.88504 -0.1 0.0 0.0 0.11
H 3.41960 4.55071 -4.65764 0.0 0.0 0.0 0.09
H 1.38731 -3.84178 0.34101 0.0 0.0 0.0 0.06
H 2.93679 0.73133 2.27509 0.0 0.0 0.0 -0.10
H -6.97355 -2.88420 0.03382 0.0 0.0 0.0 0.11
H -7.95083 -0.56837 3.49893 0.0 0.0 0.0 0.10
H 3.87413 -3.28476 -3.09518 0.0 0.0 0.0 0.10
H 4.18249 0.56027 -2.87130 0.0 0.0 0.0 0.10
H -3.29572 -4.22498 -1.15258 0.1 -0.1 0.0 0.09
H -1.28196 2.60226 -3.89598 0.0 0.0 0.0 0.09
H 1.46158 -1.87625 -6.20609 0.0 0.0 0.0 0.10
H -1.59894 -0.63867 0.49143 0.0 0.1 -0.1 0.07
H 4.16343 7.22619 -1.06907 0.0 0.0 0.0 0.08
H 5.02490 3.88985 -4.26887 0.0 0.0 0.0 0.09
H -5.33493 3.40965 5.99057 0.0 0.0 0.0 0.09
```
Forces are in eV/Å.

Record 2
ORCA calculation (ωB97M-V with the def2-TZVPD basis set) on a structure of composition C55H47N5OP2PbS5 at a distorted geometry.

The calculation puts the HOMO energy (alpha / beta) at -7.05 / -7.01 eV. Its spin multiplicity is 1. For the gap between HOMO and LUMO (alpha / beta), the calculation gives 6.29 / 5.13 eV. The charge is 0.

XYZ file:
```
116
Properties=species:S:1:pos:R:3:forces:R:3:lowdin_charge:R:1
Pb 0.48905 0.06373 0.09259 -1.1 0.2 -1.1 1.01
S -0.28296 -0.96267 3.34903 0.2 -0.7 0.6 0.81
S 3.04750 3.06196 -2.58123 -0.2 -0.2 0.2 1.03
S -0.05638 -2.54700 -0.60271 -0.1 0.3 0.3 0.58
S -3.26839 -1.75499 0.36914 0.1 -0.1 0.0 0.32
S -0.87259 2.50799 0.91457 0.4 -0.2 0.4 0.32
P -3.12814 -0.78334 -1.33794 0.1 -0.2 -0.1 0.37
P -2.34770 1.91067 -0.27466 -0.2 -0.1 -0.6 0.44
O -1.40104 -0.03166 3.58869 -0.4 0.3 0.0 -0.53
N 2.70283 -4.01550 -2.86113 0.6 -0.3 0.2 0.01
N 2.61872 -1.54103 0.12620 -0.5 -0.3 0.1 -0.02
N 2.22187 1.68824 1.05571 0.1 0.1 0.1 -0.02
N 1.58974 -3.86426 -2.15063 -0.4 0.5 0.0 0.05
N 2.68300 -2.44718 -0.71884 1.2 -0.1 0.7 0.04
C -3.92843 1.88350 0.62509 0.3 0.0 0.0 -0.35
C -7.26500 0.54508 -2.82255 -0.1 0.0 0.1 -0.08
C 4.65349 -0.86553 3.09693 0.1 0.0 0.1 -0.08
C -7.15750 -0.16703 -1.63697 0.0 0.0 -0.1 -0.08
C 2.92743 2.29844 0.09693 0.2 0.1 0.3 -0.30
C 5.76425 -1.38193 -3.98016 0.2 0.0 0.0 -0.10
C 3.50967 -1.71530 -3.19139 0.0 0.0 -0.2 -0.04
C -3.90466 1.48499 1.95870 -0.1 0.0 0.0 -0.10
C 4.93750 -3.60793 -3.61777 -0.1 -0.1 0.1 -0.04
C -6.29676 2.24009 0.75704 0.0 0.1 0.0 -0.09
C 2.38913 -1.85230 6.31454 0.0 0.0 0.0 -0.04
C 5.95743 -2.75454 -4.00683 -0.1 0.1 0.0 -0.10
C 3.71420 -3.09762 -3.18489 0.2 0.1 -0.2 -0.25
C -2.31041 2.99509 -2.87184 -0.1 0.0 0.1 -0.09
C 4.00352 3.12773 0.42636 0.0 0.0 0.0 -0.02
C 1.95334 2.30949 -3.65948 0.1 0.1 0.0 -0.41
C -6.12326 0.90667 -3.52619 0.1 0.1 -0.1 -0.08
C 3.48881 2.79394 2.73814 0.1 0.0 0.0 -0.05
C 0.60832 -1.04865 4.93071 0.0 0.1 -0.3 -0.38
C 3.57097 -1.01226 2.24820 -0.1 -0.1 -0.3 -0.05
C -5.12457 2.25026 0.01673 0.0 0.1 0.1 -0.10
C -6.27360 1.86669 2.09266 0.0 0.0 0.0 -0.08
C -2.66335 5.33077 -3.31645 0.0 0.0 0.0 -0.08
C 0.96607 -0.09013 7.09590 0.1 -0.1 -0.1 -0.03
C -2.75645 -3.87922 -3.96067 -0.1 0.0 0.1 -0.08
C -2.65672 -1.79414 -2.77894 0.3 0.1 0.3 -0.36
C -2.90860 5.55444 -1.96670 0.0 0.0 0.0 -0.07
C -4.87649 0.52139 -3.06239 0.0 -0.1 0.1 -0.09
C 0.25337 -0.13562 5.90655 -0.1 0.1 -0.1 -0.06
C 3.76596 -1.39625 0.92505 1.0 0.2 0.3 -0.24
C 4.53540 -0.87246 -3.57829 -0.1 0.0 0.0 -0.07
C -2.84387 4.50347 -1.06883 0.0 0.0 -0.1 -0.10
C 1.20083 1.35647 -3.04483 -0.1 -0.2 -0.2 -0.22
C 2.86219 -0.83725 8.57128 0.0 0.0 -0.1 -0.05
C -2.36117 4.05548 -3.76619 0.0 0.0 -0.1 -0.08
C -3.22851 -3.04630 -2.95748 0.0 0.0 0.0 -0.09
C -5.08135 1.48134 2.69032 0.0 0.0 0.0 -0.07
C 6.13408 -1.48999 1.30991 0.1 0.0 0.0 -0.07
C 5.93975 -1.08868 2.62613 -0.1 0.0 0.0 -0.08
C -1.71973 -3.46345 -4.78256 0.0 0.0 -0.1 -0.09
C 1.67481 -1.91449 5.12921 0.0 0.0 0.0 -0.10
C -1.86694 0.42509 -1.11356 -0.5 0.3 0.3 -0.53
C -4.77075 -0.20994 -1.88122 0.2 0.1 0.0 -0.35
C -2.55745 3.21778 -1.52464 0.1 -0.1 0.1 -0.35
C -5.90906 -0.54146 -1.16082 -0.1 0.0 -0.1 -0.11
C 2.04974 -0.93703 7.30890 0.0 0.1 0.1 -0.27
C 1.51776 -2.92833 -1.25424 -1.0 -0.4 -0.6 -0.82
C -0.94868 -2.64921 3.40046 0.1 0.2 -0.1 -0.21
C 4.29302 3.35976 1.75676 -0.1 0.0 -0.1 -0.05
C 5.05661 -1.65510 0.45880 -0.2 0.1 -0.1 0.00
C 1.48179 1.20828 -1.66045 0.3 0.0 0.6 -0.31
C 2.46816 2.07382 -1.26582 0.0 0.0 -0.5 -0.52
C -1.17214 -2.19849 -4.62591 0.0 0.0 -0.1 -0.08
C -1.64842 -1.36062 -3.63183 0.0 -0.1 0.2 -0.11
C 2.47283 1.95127 2.33330 0.0 0.0 0.1 -0.15
H -3.14525 6.55076 -1.61615 0.0 0.0 0.0 0.10
H -7.18970 1.87896 2.67023 0.0 0.0 0.0 0.10
H 0.68628 0.62310 7.86172 0.0 0.0 0.0 0.11
H -8.24258 0.81310 -3.20326 0.0 0.1 0.0 0.10
H 2.76319 -4.92247 -3.29006 -0.1 0.0 -0.1 0.14
H 5.13121 3.98952 2.02494 0.0 0.0 0.0 0.11
H -7.22828 2.52788 0.28600 0.0 0.0 0.0 0.10
H -1.33973 -4.13187 -5.54497 0.0 0.0 0.0 0.10
H -0.35797 -1.87485 -5.26415 0.0 0.0 0.0 0.10
H -1.58308 -2.76608 2.52427 0.0 0.0 -0.1 0.00
H -2.99829 4.66850 -0.00925 0.0 0.0 0.0 0.11
H -5.14373 2.53989 -1.02726 0.0 0.0 0.0 0.11
H 0.46817 0.77354 -3.58510 0.0 0.0 0.1 0.08
H -5.81506 -1.08960 -0.23229 0.1 0.0 0.0 0.07
H 4.59872 3.58248 -0.35377 0.0 0.0 0.0 0.10
H -8.04422 -0.43443 -1.07638 0.0 0.0 0.0 0.11
H -1.20511 -0.38990 -3.45223 0.0 0.0 0.0 0.06
H 1.95153 -2.63404 4.36725 0.0 0.0 0.0 0.11
H 5.18666 -1.97369 -0.56779 0.0 0.0 0.0 0.11
H 4.48702 -0.57646 4.12725 0.0 0.0 0.0 0.10
H 3.15025 -1.82213 8.93797 0.0 0.0 0.0 0.08
H 2.55018 -1.29930 -2.91135 0.1 0.0 0.0 0.09
H -2.70369 6.15494 -4.01706 0.0 0.0 0.0 0.10
H 7.13718 -1.67922 0.94963 0.0 0.0 0.0 0.11
H -3.18398 -4.86690 -4.07779 0.0 0.0 0.0 0.10
H 6.78793 -0.94735 3.28332 0.0 0.0 0.0 0.10
H 3.65369 2.99687 3.78659 0.0 -0.1 0.0 0.11
H -2.97466 1.17340 2.41644 0.0 0.0 0.0 0.06
H 3.22849 -2.52087 6.46793 0.0 0.0 0.0 0.12
H 2.30760 -0.31851 9.35154 0.0 0.0 0.0 0.08
H 1.81916 1.46902 3.05355 0.0 0.0 0.0 0.11
H 4.36590 0.19733 -3.56650 0.0 0.0 0.0 0.09
H 1.91485 2.63215 -4.68827 0.0 -0.1 0.0 0.07
H 6.90550 -3.16666 -4.32681 0.0 0.0 0.0 0.10
H -3.97671 0.78061 -3.60915 -0.1 0.0 -0.1 0.10
H -2.16362 3.88363 -4.81686 0.0 0.0 0.0 0.10
H 5.08607 -4.68167 -3.63877 0.0 0.0 0.0 0.11
H -5.05874 1.18105 3.72998 0.0 0.0 0.0 0.11
H -6.20582 1.48179 -4.43980 0.0 0.0 0.0 0.10
H 6.56212 -0.71136 -4.27041 0.0 0.0 0.0 0.10
H -1.52510 -2.77558 4.31465 0.0 0.1 0.1 0.07
H -0.58125 0.52847 5.71681 0.0 0.0 0.0 0.11
H -0.11633 -3.34995 3.34813 0.0 0.0 0.0 0.05
H 2.55925 -0.87097 2.60107 -0.1 0.1 0.0 0.07
H -2.07412 1.99312 -3.21107 0.1 0.0 0.0 0.08
H 3.77837 -0.27301 8.38284 0.0 0.0 0.0 0.08
H -4.01436 -3.37835 -2.28907 0.0 0.0 0.0 0.10
```
Forces are in eV/Å.